1.
C21H26N2O2 | ωB97M-V/def2-TZVPD

Properties
* net charge: 0
* SMILES string: COCCCNC(=O)c1ccc(CN2CCc3ccccc3C2)cc1
* E_tot: -1075.8215 a.u.
* energy relative to the best compared isomer or geometry (same formula, charge and spin): 173.9 kJ/mol
* LUMO energy: 0.729 eV
* strongest force on any atom: 0.42 eV Å⁻¹
* HOMO: -8.655 eV

Last column: Löwdin charge in e.
CARTESIAN COORDINATES (ANGSTROEM)
C  6.760  2.951  0.581  -0.1215
O  6.928  1.580  0.820  -0.1917
C  6.055  0.778  0.056  -0.2475
C  6.340  -0.686  0.372  -0.1487
H  7.386  -0.893  0.149  0.1180
H  6.186  -0.852  1.440  0.1160
C  5.451  -1.626  -0.445  -0.1811
N  4.051  -1.472  -0.130  0.0607
C  3.206  -0.770  -0.927  -0.4659
O  3.545  -0.309  -2.001  0.0670
C  1.824  -0.613  -0.390  -0.1384
C  1.205  -1.577  0.403  -0.0228
C  -0.084  -1.379  0.857  -0.0279
C  -0.783  -0.220  0.533  -0.2187
C  -0.169  0.733  -0.267  -0.0228
C  1.119  0.537  -0.729  -0.0062
H  1.598  1.267  -1.364  0.1188
H  -0.702  1.635  -0.533  0.1134
C  -2.184  -0.031  1.040  -0.1507
N  -3.011  -1.192  0.739  -0.1633
C  -3.102  -1.493  -0.679  -0.1711
C  -3.772  -0.383  -1.498  -0.1150
C  -4.980  0.180  -0.799  -0.1776
C  -5.832  1.043  -1.479  -0.0419
C  -6.935  1.592  -0.855  -0.0896
C  -7.199  1.285  0.470  -0.0903
C  -6.355  0.434  1.157  -0.0427
C  -5.245  -0.123  0.534  -0.1602
C  -4.347  -1.072  1.292  -0.1407
H  -4.271  -0.763  2.338  0.1244
H  -4.798  -2.073  1.277  0.1316
H  -6.555  0.192  2.191  0.1110
H  -8.059  1.712  0.966  0.0997
H  -7.588  2.259  -1.398  0.0999
H  -5.621  1.281  -2.513  0.1129
H  -4.060  -0.774  -2.476  0.1211
H  -3.056  0.426  -1.676  0.1140
H  -2.096  -1.684  -1.061  0.1174
H  -3.681  -2.417  -0.769  0.1270
H  -2.153  0.059  2.133  0.1335
H  -2.604  0.908  0.644  0.1266
H  -0.574  -2.130  1.457  0.1182
H  1.717  -2.498  0.643  0.1107
H  3.763  -1.698  0.808  0.1353
H  5.744  -2.664  -0.261  0.1192
H  5.554  -1.407  -1.510  0.1215
H  6.202  0.968  -1.018  0.1319
H  5.009  1.029  0.298  0.1239
H  6.952  3.199  -0.471  0.0884
H  5.744  3.279  0.837  0.0878
H  7.479  3.469  1.213  0.0866

Atoms 1-2, force components in eV/Å:
-0.042 0.058 -0.025
0.075 -0.253 0.087

=====

2.
C21H26N2O3 | ωB97M-V/def2-TZVPD

Properties
* net charge: 0
* SMILES string: NC(=O)C1CCN(C[C@@H](O)COc2ccc(-c3ccccc3)cc2)CC1
* E_tot: -1151.0728 a.u.
* energy relative to the best compared isomer or geometry (same formula, charge and spin): 173.3 kJ/mol
* LUMO energy: 0.689 eV
* strongest force on any atom: 0.64 eV Å⁻¹
* HOMO: -7.999 eV

Last column: Löwdin charge in e.
CARTESIAN COORDINATES (ANGSTROEM)
N  -0.842  1.464  2.040  0.1860
C  -1.012  0.121  2.092  -0.5207
O  -0.101  -0.619  2.386  0.0669
C  -2.438  -0.325  1.767  -0.2430
C  -2.657  -1.819  2.012  -0.1257
C  -1.857  -2.675  1.031  -0.1773
N  -2.152  -2.305  -0.346  -0.1529
C  -1.871  -0.904  -0.587  -0.1792
C  -2.761  -0.038  0.297  -0.1276
H  -2.604  1.013  0.048  0.1061
H  -3.806  -0.288  0.107  0.1214
H  -2.072  -0.690  -1.640  0.1278
H  -0.821  -0.646  -0.378  0.1146
C  -1.557  -3.189  -1.323  -0.1231
H  -1.991  -4.182  -1.163  0.1267
C  -0.011  -3.336  -1.285  -0.3430
O  0.393  -4.658  -1.004  -0.0199
H  0.040  -5.246  -1.682  0.0957
C  0.667  -2.873  -2.594  -0.1440
O  0.404  -1.535  -2.941  -0.0382
C  0.919  -0.524  -2.183  -0.2859
C  0.450  0.755  -2.492  -0.0082
C  0.830  1.843  -1.740  -0.0227
C  1.702  1.697  -0.660  -0.1952
C  2.214  0.430  -0.399  -0.0144
C  1.838  -0.669  -1.149  -0.0111
H  2.254  -1.632  -0.900  0.1149
H  2.888  0.286  0.432  0.1186
C  2.057  2.844  0.186  -0.1943
C  1.098  3.798  0.523  -0.0638
C  1.420  4.869  1.337  -0.0859
C  2.708  5.008  1.827  -0.0932
C  3.671  4.070  1.495  -0.0801
C  3.350  2.997  0.685  -0.0312
H  4.111  2.280  0.417  0.1122
H  4.679  4.177  1.868  0.1031
H  2.959  5.845  2.462  0.1002
H  0.663  5.597  1.592  0.1020
H  0.089  3.692  0.151  0.1042
H  0.456  2.822  -1.997  0.1145
H  -0.234  0.862  -3.320  0.1214
H  1.746  -3.063  -2.522  0.1318
H  0.271  -3.458  -3.432  0.1378
H  0.382  -2.748  -0.452  0.1278
H  -1.865  -2.834  -2.311  0.1249
H  -2.129  -3.726  1.160  0.1280
H  -0.793  -2.563  1.275  0.1113
H  -2.351  -2.078  3.027  0.1201
H  -3.721  -2.036  1.900  0.1181
H  -3.112  0.250  2.413  0.1449
H  -1.585  2.090  1.788  0.0993
H  0.079  1.847  2.181  0.1003

Atoms 1-2, force components in eV/Å:
0.146 0.395 0.011
-0.514 0.315 0.055

=====

3.
C21H26N2O5S | ωB97M-V/def2-TZVPD

Properties
* net charge: 0
* SMILES string: CC(=O)c1ccc(OCCCC(=O)Nc2ccc(C)c(S(=O)(=O)N(C)C)c2)cc1
* E_tot: -1699.7344 a.u.
* energy relative to the best compared isomer or geometry (same formula, charge and spin): 234.0 kJ/mol
* LUMO energy: 0.446 eV
* strongest force on any atom: 1.22 eV Å⁻¹
* HOMO: -8.317 eV

Last column: Löwdin charge in e.
CARTESIAN COORDINATES (ANGSTROEM)
C  -2.463  2.956  1.873  -0.0082
C  -3.409  1.794  1.760  -0.4013
O  -4.614  1.934  1.812  0.0730
C  -2.799  0.457  1.549  -0.1492
C  -3.629  -0.575  1.117  0.0047
C  -3.139  -1.838  0.853  -0.0021
C  -1.786  -2.100  1.039  -0.2558
C  -0.956  -1.083  1.517  0.0004
C  -1.447  0.183  1.751  -0.0106
H  -0.770  0.951  2.090  0.0998
H  0.085  -1.312  1.687  0.1222
O  -1.168  -3.295  0.804  -0.0527
C  -1.901  -4.380  0.276  -0.1874
C  -2.186  -4.255  -1.224  -0.1548
C  -0.898  -4.036  -2.022  -0.0909
C  -0.386  -2.626  -1.755  -0.4711
O  -1.064  -1.651  -1.975  0.0988
N  0.894  -2.584  -1.276  0.1399
C  1.592  -1.485  -0.781  -0.2101
C  2.884  -1.690  -0.297  -0.0033
C  3.608  -0.649  0.251  -0.0251
C  3.071  0.631  0.356  -0.2457
C  1.785  0.815  -0.137  -0.2266
C  1.050  -0.203  -0.710  -0.0020
H  0.055  0.005  -1.066  0.1078
S  0.974  2.400  0.043  0.6779
O  1.015  2.799  1.423  -0.2939
O  -0.320  2.362  -0.578  -0.2772
N  2.012  3.429  -0.817  -0.3424
C  1.938  3.141  -2.232  -0.1022
H  2.129  2.078  -2.373  0.0850
H  2.700  3.718  -2.755  0.0948
H  0.951  3.379  -2.643  0.0923
C  1.799  4.822  -0.488  -0.0968
H  0.871  5.210  -0.923  0.0951
H  1.743  4.894  0.595  0.0808
H  2.643  5.409  -0.852  0.0932
C  3.842  1.751  0.969  -0.0426
H  4.144  2.462  0.202  0.0828
H  4.728  1.377  1.477  0.0821
H  3.212  2.286  1.676  0.0707
H  4.606  -0.836  0.620  0.1148
H  3.321  -2.678  -0.342  0.1143
H  1.361  -3.469  -1.135  0.1416
H  -0.156  -4.795  -1.768  0.1130
H  -1.127  -4.106  -3.087  0.1264
H  -2.843  -3.405  -1.413  0.1083
H  -2.686  -5.166  -1.555  0.1195
H  -2.837  -4.526  0.830  0.1243
H  -1.259  -5.249  0.457  0.1302
H  -3.818  -2.600  0.505  0.1077
H  -4.677  -0.360  0.974  0.1205
H  -1.845  2.859  2.763  0.0906
H  -3.029  3.883  1.927  0.0868
H  -1.801  2.968  1.009  0.0528

Atoms 1-2, force components in eV/Å:
-0.207 0.191 -0.046
0.037 0.267 0.095

=====

4.
C21H26N2O5S | ωB97M-V/def2-TZVPD

Properties
* net charge: 0
* SMILES string: CCC[C@H](C)NC(=O)CN(c1ccc2c(c1)OCCO2)S(=O)(=O)c1ccccc1
* E_tot: -1699.7231 a.u.
* energy relative to the best compared isomer or geometry (same formula, charge and spin): 263.7 kJ/mol
* LUMO energy: 0.683 eV
* strongest force on any atom: 0.97 eV Å⁻¹
* HOMO: -8.439 eV

Last column: Löwdin charge in e.
CARTESIAN COORDINATES (ANGSTROEM)
C  -5.756  -3.713  1.719  -0.1174
C  -5.115  -2.406  1.269  -0.2641
C  -4.806  -2.414  -0.226  -0.1805
H  -5.731  -2.559  -0.787  0.1193
C  -4.151  -1.110  -0.693  -0.3631
N  -2.871  -0.938  -0.030  0.0932
C  -2.548  0.173  0.647  -0.5123
O  -3.325  1.047  0.966  0.0653
C  -1.089  0.193  1.125  -0.1041
N  -0.180  -0.082  0.032  -0.1614
C  1.140  -0.465  0.354  -0.2825
C  1.811  -1.281  -0.546  0.0692
C  3.118  -1.675  -0.300  -0.1825
C  3.753  -1.279  0.883  -0.1982
C  3.077  -0.457  1.774  0.0133
C  1.786  -0.041  1.513  -0.0250
H  1.287  0.608  2.214  0.1143
H  3.588  -0.149  2.673  0.1226
O  5.026  -1.680  1.199  -0.0246
C  5.482  -2.759  0.413  -0.1489
C  5.144  -2.519  -1.058  -0.1465
H  5.605  -1.576  -1.386  0.1401
O  3.746  -2.457  -1.231  -0.0172
H  5.498  -3.337  -1.686  0.1335
H  5.005  -3.692  0.744  0.1393
H  6.560  -2.822  0.569  0.1328
H  1.336  -1.589  -1.461  0.1309
S  -0.281  1.064  -1.215  0.7115
O  0.735  0.754  -2.173  -0.2597
O  -1.640  1.087  -1.663  -0.2577
C  0.113  2.598  -0.388  -0.2681
C  1.443  2.931  -0.224  -0.0571
C  1.764  4.081  0.478  -0.0643
C  0.754  4.870  1.009  -0.0718
C  -0.576  4.519  0.840  -0.0571
C  -0.905  3.370  0.138  -0.0539
H  -1.930  3.063  -0.006  0.1104
H  -1.358  5.135  1.258  0.1097
H  1.007  5.765  1.557  0.1052
H  2.798  4.360  0.613  0.1070
H  2.198  2.294  -0.657  0.1167
H  -0.964  -0.589  1.880  0.1469
H  -0.911  1.169  1.597  0.1210
H  -2.113  -1.520  -0.356  0.1491
C  -3.959  -1.083  -2.207  -0.0398
H  -4.922  -1.054  -2.711  0.0798
H  -3.386  -0.201  -2.480  0.0586
H  -3.419  -1.969  -2.538  0.0817
H  -4.761  -0.257  -0.381  0.1469
H  -4.141  -3.250  -0.457  0.1184
H  -5.785  -1.574  1.492  0.1132
H  -4.191  -2.240  1.827  0.1028
H  -5.092  -4.553  1.524  0.0697
H  -5.971  -3.687  2.785  0.0663
H  -6.688  -3.884  1.186  0.0696

Atoms 1-2, force components in eV/Å:
0.091 0.245 0.037
-0.047 -0.257 -0.201

=====

The Kohn-Sham gap results, record by record, are as follows: 9.38 8.69 8.76 9.12 eV.